No. 1
{
  "formula": "C2H12NO2S",
  "method": "ωB97M-V/def2-TZVPD",
  "orbital_gap_ha": 0.337,
  "e_above_lowest_kcal_mol": 18.3,
  "total_charge": 1,
  "e_tot_ev": -18682.4338,
  "e_homo_ev": -12.60,
  "e_lumo_ev": -3.4,
  "symbols": ["C", "C", "S", "N", "H", "H", "H", "H", "H", "H", "H", "H", "H", "H", "O", "H", "H", "O"],
  "xyz": [[0.056, 1.616, -0.027], [-0.033, 0.518, -1.041], [1.738, 0.206, -1.577], [0.086, 1.034, 1.352], [-0.809, 2.289, 0.038], [0.858, 2.297, -0.293], [-0.672, 0.777, -1.889], [-0.281, -0.472, -0.679], [1.413, -0.610, -2.585], [-0.736, 0.452, 1.521], [0.212, 1.717, 2.101], [0.857, 0.371, 1.505], [-1.118, -1.854, 0.636], [-0.662, -3.208, 0.272], [-0.329, -2.297, 0.343], [-2.616, -0.956, 2.766], [-3.349, -0.606, 1.455], [-2.496, -0.678, 1.852]]
}

No. 2
{
  "formula": "C23H35Br2Cl3NO2PtS6Si3Te",
  "method": "ωB97M-V/def2-TZVPD",
  "orbital_gap_ha": [0.168, 0.166],
  "e_above_lowest_kcal_mol": 15.8,
  "total_charge": 1,
  "e_tot_ev": -306840.1184,
  "e_homo_ev": [-9.91, -9.92],
  "e_lumo_ev": [-5.3, -5.4],
  "symbols": ["Pt", "Br", "C", "C", "C", "Br", "C", "C", "C", "C", "N", "C", "C", "O", "H", "H", "H", "H", "C", "Si", "C", "C", "C", "Te", "C", "Si", "C", "C", "C", "H", "H", "H", "H", "H", "H", "H", "H", "H", "H", "H", "H", "H", "H", "H", "H", "H", "H", "H", "H", "H", "H", "C", "S", "C", "O", "H", "H", "H", "H", "H", "H", "C", "S", "C", "C", "S", "S", "C", "S", "S", "H", "H", "H", "Cl", "Si", "Cl", "Cl"],
  "xyz": [[-0.006, -1.595, 0.010], [5.266, -1.945, 0.118], [4.044, -1.743, 1.537], [4.488, -1.928, 2.855], [3.644, -1.749, 3.917], [4.307, -1.965, 5.674], [2.294, -1.392, 3.695], [1.329, -1.179, 4.703], [0.049, -0.823, 4.358], [-0.296, -0.755, 3.002], [0.584, -0.971, 2.046], [1.873, -1.238, 2.359], [2.745, -1.369, 1.232], [2.317, -1.082, 0.035], [5.521, -2.196, 3.023], [1.617, -1.292, 5.739], [-0.704, -0.624, 5.107], [-1.305, -0.499, 2.695], [-3.591, 2.790, -2.390], [-2.247, 2.469, -1.124], [-2.859, 1.132, 0.044], [-1.842, 4.042, -0.179], [-0.723, 1.900, -2.073], [0.815, 0.686, -1.214], [1.329, 1.998, 0.372], [2.747, 3.190, -0.011], [2.711, 4.554, 1.271], [4.326, 2.190, 0.085], [2.518, 3.929, -1.722], [-4.515, 3.111, -1.904], [-3.809, 1.886, -2.964], [-3.304, 3.570, -3.097], [-3.916, 1.278, 0.277], [-2.299, 1.103, 0.983], [-2.741, 0.160, -0.440], [-2.741, 4.642, -0.024], [-1.129, 4.663, -0.724], [-1.421, 3.832, 0.806], [-0.185, 2.787, -2.423], [-1.018, 1.353, -2.972], [1.631, 1.329, 1.181], [0.415, 2.504, 0.682], [2.778, 4.148, 2.282], [1.782, 5.124, 1.200], [3.539, 5.251, 1.140], [4.484, 1.805, 1.095], [5.198, 2.787, -0.187], [4.288, 1.328, -0.587], [1.710, 4.663, -1.742], [2.317, 3.171, -2.484], [3.432, 4.444, -2.025], [1.501, -2.580, -3.866], [-0.231, -2.712, -3.439], [-0.935, -1.874, -4.856], [-0.435, -1.699, -2.314], [1.695, -3.207, -4.734], [2.067, -2.947, -3.011], [1.751, -1.538, -4.064], [-0.661, -2.415, -5.761], [-0.556, -0.853, -4.883], [-2.016, -1.881, -4.738], [-4.122, -3.282, 2.959], [-5.043, -2.004, 2.066], [-4.575, -2.097, 0.404], [-3.333, -2.337, -0.167], [-1.950, -2.499, 0.801], [-3.307, -2.355, -1.905], [-4.934, -1.816, -2.176], [-5.547, -1.488, -3.639], [-5.854, -1.737, -0.696], [-4.736, -3.473, 3.838], [-3.136, -2.944, 3.261], [-4.055, -4.192, 2.368], [2.493, -4.146, -0.325], [0.588, -3.833, 0.292], [-0.556, -5.081, -0.888], [0.441, -4.485, 2.231]]
}

No. 3
{
  "formula": "C4H11OS",
  "method": "ωB97M-V/def2-TZVPD",
  "orbital_gap_ha": [0.347, 0.347],
  "e_above_lowest_kcal_mol": 81.8,
  "total_charge": 1,
  "e_tot_ev": -17197.0154,
  "e_homo_ev": [-14.42, -14.42],
  "e_lumo_ev": [-5.0, -5.0],
  "symbols": ["C", "C", "C", "C", "O", "S", "H", "H", "H", "H", "H", "H", "H", "H", "H", "H", "H"],
  "xyz": [[-2.906, 0.236, 0.493], [1.885, -0.161, -1.400], [1.268, -0.250, 1.397], [-0.733, 0.732, -0.491], [0.092, -1.887, -0.349], [0.513, -0.558, -0.181], [-2.760, -0.776, 0.618], [-3.020, 0.849, 1.343], [-3.711, 0.413, -0.137], [2.831, -0.499, -0.953], [1.954, 0.850, -1.407], [1.803, -0.738, -2.446], [0.469, -0.028, 2.180], [1.774, 0.712, 1.326], [2.008, -0.986, 1.670], [-0.312, 1.687, -0.206], [-1.156, 0.403, -1.458]]
}

No. 4
{
  "formula": "C53H51GdN6PSi",
  "method": "ωB97M-V/def2-TZVPD",
  "orbital_gap_ha": [0.203, 0.202],
  "e_above_lowest_kcal_mol": 23.1,
  "total_charge": 1,
  "e_tot_ev": -102723.1369,
  "e_homo_ev": [-9.40, -9.38],
  "multiplicity": 8,
  "e_lumo_ev": [-3.9, -3.9],
  "s2": 16.10,
  "symbols": ["Gd", "C", "C", "C", "C", "N", "C", "C", "C", "C", "C", "C", "N", "C", "C", "C", "C", "C", "N", "H", "H", "H", "H", "H", "H", "H", "H", "H", "H", "H", "N", "C", "C", "C", "C", "C", "C", "P", "C", "C", "C", "C", "C", "C", "C", "C", "C", "C", "C", "C", "H", "H", "H", "H", "H", "H", "H", "H", "H", "H", "H", "H", "H", "H", "H", "H", "C", "Si", "C", "N", "C", "C", "C", "C", "C", "C", "C", "C", "C", "C", "C", "C", "C", "C", "C", "C", "C", "H", "H", "H", "H", "H", "H", "H", "H", "H", "H", "H", "H", "H", "H", "H", "H", "H", "H", "H", "H", "H", "H", "H", "H", "N", "C"],
  "xyz": [[1.493, -0.344, -0.001], [-2.635, 0.283, 2.115], [-2.308, 0.912, 3.372], [-0.969, 1.242, 3.626], [0.022, 0.836, 2.721], [-0.319, 0.232, 1.513], [-1.632, -0.092, 1.292], [1.387, 1.273, 2.824], [1.755, 2.260, 3.700], [3.139, 2.598, 3.717], [4.129, 1.884, 3.121], [3.649, 0.898, 2.178], [2.313, 0.698, 2.018], [4.528, 0.135, 1.331], [5.950, 0.244, 1.381], [6.701, -0.648, 0.628], [6.100, -1.433, -0.333], [4.714, -1.387, -0.441], [3.991, -0.760, 0.478], [-3.721, 0.096, 1.796], [-3.197, 0.987, 4.079], [-0.763, 1.898, 4.448], [-1.848, -0.619, 0.382], [1.082, 2.853, 4.361], [3.467, 3.391, 4.352], [5.197, 2.089, 3.320], [6.366, 0.887, 2.169], [7.774, -0.598, 0.768], [6.651, -2.148, -0.916], [4.122, -1.880, -1.213], [0.338, 1.732, -1.605], [-0.972, 2.304, -1.754], [-1.957, 1.562, -2.400], [-3.245, 2.082, -2.515], [-3.655, 3.125, -1.721], [-2.687, 3.856, -1.078], [-1.336, 3.468, -1.015], [-0.159, 4.516, -0.320], [-0.923, 5.362, 1.040], [-1.014, 6.784, 1.028], [-1.910, 7.434, 1.857], [-2.529, 6.739, 2.868], [-2.543, 5.348, 2.862], [-1.638, 4.656, 2.039], [0.083, 5.728, -1.630], [1.350, 5.703, -2.293], [1.564, 6.542, -3.395], [0.601, 7.469, -3.787], [-0.617, 7.537, -3.120], [-0.902, 6.669, -2.076], [1.062, 2.348, -1.238], [0.748, 1.478, -2.502], [-1.730, 0.636, -2.915], [-4.020, 1.564, -3.120], [-4.750, 3.343, -1.603], [-2.907, 4.801, -0.512], [-0.474, 7.305, 0.252], [-1.983, 8.503, 1.839], [-3.086, 7.243, 3.648], [-3.062, 4.760, 3.628], [-1.444, 3.598, 2.151], [2.119, 5.061, -1.953], [2.568, 6.446, -3.954], [0.676, 8.028, -4.687], [-1.329, 8.344, -3.354], [-1.760, 6.796, -1.405], [0.011, -1.979, -1.363], [-0.241, -3.801, -1.336], [0.976, -4.663, -0.098], [0.709, -4.454, 1.272], [-0.166, -5.396, 1.954], [-0.970, -4.670, 3.069], [-0.098, -3.829, 4.066], [1.313, -3.567, 3.493], [1.370, -3.406, 1.980], [-0.064, -4.653, -2.966], [-0.609, -4.051, -4.120], [-0.574, -4.693, -5.363], [0.157, -5.894, -5.566], [0.798, -6.429, -4.458], [0.694, -5.824, -3.189], [-2.102, -4.069, -0.923], [-2.966, -2.987, -0.638], [-4.336, -3.148, -0.574], [-4.871, -4.380, -0.860], [-4.043, -5.454, -1.174], [-2.685, -5.273, -1.208], [-0.924, -1.481, -1.780], [0.808, -1.774, -2.161], [2.020, -4.331, -0.403], [0.931, -5.769, -0.309], [0.382, -6.276, 2.339], [-0.910, -5.830, 1.272], [-1.492, -5.391, 3.660], [-1.733, -3.981, 2.649], [-0.113, -4.344, 5.027], [-0.566, -2.817, 4.203], [2.010, -4.404, 3.755], [1.798, -2.624, 3.931], [2.461, -3.521, 1.727], [1.039, -2.366, 1.635], [-1.256, -3.118, -4.131], [-1.171, -4.191, -6.139], [0.201, -6.310, -6.532], [1.398, -7.327, -4.582], [1.003, -6.411, -2.294], [-2.558, -1.965, -0.438], [-5.028, -2.289, -0.615], [-6.006, -4.515, -0.912], [-4.467, -6.448, -1.492], [-2.069, -6.084, -1.588], [3.427, 1.006, -2.910], [2.900, 0.526, -1.959]]
}

No. 5
{
  "formula": "H5NO3Si",
  "method": "ωB97M-V/def2-TZVPD",
  "orbital_gap_ha": 0.379,
  "e_above_lowest_kcal_mol": 6.5,
  "smiles": "N[Si](O)(O)O",
  "e_tot_ev": -15596.0817,
  "e_homo_ev": -9.88,
  "e_lumo_ev": 0.4,
  "symbols": ["N", "O", "O", "O", "Si", "H", "H", "H", "H", "H"],
  "xyz": [[1.494, 0.039, 0.249], [-1.120, -0.045, 1.367], [-0.617, -1.444, -0.776], [-0.707, 1.159, -1.118], [-0.254, -0.032, -0.033], [2.025, 0.278, -0.594], [1.884, 0.168, 1.110], [-0.900, -0.686, 2.141], [-1.422, -1.569, -1.249], [-0.384, 2.132, -1.097]]
}

No. 6
{
  "formula": "C2H10N2O3",
  "method": "ωB97M-V/def2-TZVPD",
  "orbital_gap_ha": 0.374,
  "e_above_lowest_kcal_mol": 30.2,
  "smiles": "NCC(N)=O.O.O",
  "e_tot_ev": -11358.7242,
  "e_homo_ev": -9.57,
  "e_lumo_ev": 0.6,
  "symbols": ["N", "C", "C", "N", "O", "H", "H", "H", "H", "H", "H", "H", "H", "O", "H", "H", "O"],
  "xyz": [[2.658, -0.732, -0.915], [1.792, -0.966, 0.256], [0.499, -0.176, 0.146], [0.261, 0.457, 1.327], [-0.462, -0.318, -0.607], [3.469, -1.341, -0.946], [2.147, -0.707, -1.804], [1.599, -2.006, 0.549], [2.479, -0.596, 1.112], [0.927, 0.811, 1.989], [-0.651, 0.941, 1.428], [-3.833, -0.574, -0.814], [-2.298, -0.266, -1.138], [-3.164, -0.501, -1.495], [-1.572, 2.671, 0.376], [-1.803, 1.433, -0.147], [-2.049, 1.869, 0.685]]
}

No. 7
{
  "formula": "C18H17N2O11RhS8",
  "method": "ωB97M-V/def2-TZVPD",
  "orbital_gap_ha": [0.200, 0.214],
  "e_above_lowest_kcal_mol": 92.2,
  "total_charge": -2,
  "e_tot_ev": -134135.1154,
  "e_homo_ev": [-2.31, -2.32],
  "e_lumo_ev": [3.1, 3.5],
  "symbols": ["Rh", "O", "S", "O", "O", "C", "C", "C", "C", "C", "C", "S", "O", "O", "O", "H", "H", "H", "H", "N", "N", "C", "O", "O", "H", "H", "H", "C", "C", "C", "C", "C", "C", "C", "S", "O", "O", "O", "H", "H", "H", "H", "H", "H", "H", "C", "S", "C", "C", "S", "S", "C", "S", "S", "H", "H", "H"],
  "xyz": [[-0.701, -0.839, -1.047], [-0.384, -2.825, 0.015], [0.841, -3.400, 0.579], [0.692, -4.843, 0.702], [2.079, -3.042, -0.086], [1.111, -2.774, 2.239], [1.599, -3.688, 3.156], [2.072, -3.263, 4.385], [2.066, -1.908, 4.686], [1.565, -1.000, 3.768], [1.091, -1.427, 2.538], [0.431, -0.178, 1.394], [0.669, 1.074, 2.083], [-0.989, -0.529, 1.302], [1.201, -0.403, 0.171], [1.605, -4.729, 2.867], [2.453, -3.983, 5.099], [2.452, -1.567, 5.638], [1.545, 0.061, 3.959], [-1.725, 0.608, -2.674], [-2.343, -0.023, -3.774], [-2.670, -1.434, -3.502], [-3.154, -2.045, -4.438], [-2.450, -1.809, -2.327], [-2.442, 0.913, -2.017], [-1.101, 1.408, -2.871], [-1.791, 0.053, -4.621], [-2.435, 7.198, 2.096], [-1.824, 6.039, 1.353], [-1.163, 5.015, 2.022], [-0.590, 3.959, 1.329], [-0.680, 3.935, -0.048], [-1.335, 4.938, -0.733], [-1.905, 5.989, -0.033], [0.100, 2.571, -0.935], [-0.181, 2.825, -2.361], [1.498, 2.669, -0.610], [-0.675, 1.418, -0.455], [-2.443, 7.008, 3.166], [-3.460, 7.370, 1.770], [-1.874, 8.113, 1.903], [-1.096, 5.051, 3.102], [-0.080, 3.140, 1.816], [-1.373, 4.873, -1.810], [-2.419, 6.783, -0.558], [3.732, -2.744, -2.472], [3.184, -4.462, -2.593], [1.455, -4.493, -2.377], [0.499, -3.523, -2.483], [0.759, -1.862, -2.799], [-1.159, -4.095, -2.292], [-0.785, -5.755, -2.035], [-1.912, -6.937, -1.863], [0.916, -6.100, -2.005], [4.810, -2.793, -2.343], [3.254, -2.318, -1.594], [3.458, -2.220, -3.381]]
}

No. 8
{
  "formula": "CN2O2S2",
  "method": "ωB97M-V/def2-TZVPD",
  "orbital_gap_ha": [0.249, 0.251],
  "e_above_lowest_kcal_mol": 45.3,
  "e_tot_ev": -29777.0604,
  "e_homo_ev": [-9.89, -9.89],
  "e_lumo_ev": [-3.1, -3.1],
  "symbols": ["C", "N", "N", "O", "O", "S", "S"],
  "xyz": [[-1.107, 1.495, 0.610], [-1.943, 1.870, -0.113], [-0.195, 0.970, 1.393], [-0.448, -1.215, -1.336], [0.587, 0.075, 1.170], [2.201, -2.311, -0.743], [0.904, -0.883, -0.981]]
}